9 unconnected molecules or ions with the total composition C42H109N7O14 at a distorted geometry. Source: the Open Molecules 2025 dataset; level of theory: the ωB97M-V functional and the def2-TZVPD basis.

Last columns: bonded neighbours and bond lengths (Å).
Geometry (Å):
1 C -2.7569 -5.0905 5.6273  O2 1.373, H10 1.108, H11 1.116, H12 1.105
2 O -2.0810 -4.9372 4.4421  C1 1.373, C3 1.389
3 C -1.4994 -3.6835 4.3047  O2 1.389, C4 1.564, H13 1.116, H14 1.130
4 C -0.8280 -3.7249 2.8928  C3 1.564, N5 1.493, H15 1.087, H16 1.062
5 N 0.4315 -4.5233 2.8282  C4 1.493, C6 1.432, H17 1.016
6 C 1.5612 -3.8870 3.4364  N5 1.432, C7 1.501, H18 1.111, H19 1.098
7 C 2.7914 -4.7464 3.4474  C6 1.501, O8 1.422, H20 1.102, H21 1.139
8 O 2.6102 -5.9048 4.2529  C7 1.422, C9 1.428
9 C 3.0664 -5.6909 5.5892  O8 1.428, H22 1.128, H23 1.105, H24 1.066
10 H -2.1776 -4.9154 6.5551  C1 1.108
11 H -3.2691 -6.0778 5.7157  C1 1.116
12 H -3.5464 -4.3181 5.6206  C1 1.105
13 H -0.7839 -3.4624 5.1327  C3 1.116
14 H -2.2898 -2.8811 4.3954  C3 1.130
15 H -0.4912 -2.7741 2.4865  C4 1.087
16 H -1.4696 -4.1544 2.1632  C4 1.062
17 H 0.3985 -5.4018 3.3373  N5 1.016
18 H 1.4637 -3.5501 4.4905  C6 1.111
19 H 1.7946 -3.0018 2.8299  C6 1.098
20 H 3.5822 -4.0826 3.8326  C7 1.102
21 H 3.1144 -5.0956 2.4130  C7 1.139
22 H 2.3727 -5.0558 6.2116  C9 1.128
23 H 4.0368 -5.1692 5.5029  C9 1.105
24 H 3.2281 -6.6674 5.9839  C9 1.066
25 C -4.6257 -1.5841 6.7017  O26 1.405, H34 1.100, H35 1.087, H36 1.045
26 O -3.9389 -1.3649 5.4957  C25 1.405, C27 1.417
27 C -2.8043 -0.5392 5.6911  O26 1.417, C28 1.541, H37 1.157, H38 1.115
28 C -2.2623 -0.2013 4.2882  C27 1.541, N29 1.456, H39 1.113, H40 1.073
29 N -1.0207 0.5517 4.3990  C28 1.456, C30 1.439, H41 1.014
30 C -0.0130 0.0236 3.5172  N29 1.439, C31 1.498, H42 1.100, H43 1.074
31 C 1.2596 -0.0961 4.2990  C30 1.498, O32 1.441, H44 1.081, H45 1.128
32 O 1.1173 -1.1731 5.2456  C31 1.441, C33 1.404
33 C 1.1504 -0.8906 6.6210  O32 1.404, H46 1.109, H47 1.096, H48 1.098
34 H -4.0114 -1.9180 7.5513  C25 1.100
35 H -5.4717 -2.2583 6.5939  C25 1.087
36 H -5.0476 -0.6978 7.0592  C25 1.045
37 H -2.0178 -1.0436 6.3732  C27 1.157
38 H -3.0963 0.3817 6.2479  C27 1.115
39 H -3.1149 0.3404 3.8206  C28 1.113
40 H -2.0696 -1.1221 3.7724  C28 1.073
41 H -1.1430 1.5395 4.2063  N29 1.014
42 H 0.1635 0.7014 2.6689  C30 1.100
43 H -0.3745 -0.9062 3.1203  C30 1.074
44 H 1.4347 0.8005 4.8773  C31 1.081
45 H 2.1120 -0.3413 3.6015  C31 1.128
46 H 0.3326 -0.2208 6.9581  C33 1.109
47 H 2.1180 -0.4748 6.9256  C33 1.096
48 H 1.0929 -1.8633 7.1263  C33 1.098
49 C -2.2475 3.7985 -5.9337  O50 1.442, H58 1.113, H59 1.094, H60 1.058
50 O -3.1894 3.7741 -4.8419  C49 1.442, C51 1.426
51 C -4.2379 2.8186 -4.9880  O50 1.426, C52 1.520, H61 1.147, H62 1.111
52 C -4.9571 2.5825 -3.6702  C51 1.520, N53 1.441, H63 1.142, H64 1.081
53 N -4.1457 1.8730 -2.7140  C52 1.441, C54 1.432, H65 1.006
54 C -3.0092 2.5258 -2.1379  N53 1.432, C55 1.564, H66 1.091, H67 1.083
55 C -3.3513 3.8015 -1.2998  C54 1.564, O56 1.410, H68 1.132, H69 1.092
56 O -3.1337 3.4583 0.0507  C55 1.410, C57 1.411
57 C -3.1487 4.5413 0.9551  O56 1.411, H70 1.106, H71 1.094, H72 1.127
58 H -2.6165 4.4266 -6.7752  C49 1.113
59 H -2.0418 2.7919 -6.3103  C49 1.094
60 H -1.3814 4.2496 -5.5266  C49 1.058
61 H -3.9096 1.7901 -5.3743  C51 1.147
62 H -4.8954 3.2533 -5.7708  C51 1.111
63 H -5.8576 1.9134 -3.8824  C52 1.142
64 H -5.3204 3.5194 -3.2708  C52 1.081
65 H -4.0661 0.8868 -2.8986  N53 1.006
66 H -2.2875 2.8464 -2.8902  C54 1.091
67 H -2.5032 1.9173 -1.3982  C54 1.083
68 H -4.3849 4.1918 -1.5447  C55 1.132
69 H -2.6522 4.5652 -1.6480  C55 1.092
70 H -2.1415 4.9602 1.1368  C57 1.106
71 H -3.5276 4.0874 1.8760  C57 1.094
72 H -3.8817 5.2866 0.5332  C57 1.127
73 C 4.4353 2.9051 -3.5909  O74 1.433, H82 1.118, H83 1.076, H84 1.113
74 O 4.1457 1.9597 -2.5538  C73 1.433, C75 1.413
75 C 4.8912 0.7666 -2.6853  O74 1.413, C76 1.538, H85 1.140, H86 1.069
76 C 5.4539 0.3920 -1.3041  C75 1.538, N77 1.455, H87 1.101, H88 1.065
77 N 6.3252 1.4628 -0.8458  C76 1.455, C78 1.478, H89 1.055
78 C 7.0237 1.1225 0.4117  N77 1.478, C79 1.472, H90 1.109, H91 1.141
79 C 6.2261 0.7460 1.5898  C78 1.472, O80 1.433, H92 1.135, H93 1.123
80 O 5.8928 -0.6359 1.4069  C79 1.433, C81 1.409
81 C 5.0744 -1.2055 2.4029  O80 1.409, H94 1.117, H95 1.135, H96 1.137
82 H 5.4511 3.3410 -3.4257  C73 1.118
83 H 3.6855 3.6738 -3.5150  C73 1.076
84 H 4.4065 2.4119 -4.5884  C73 1.113
85 H 5.7772 0.8393 -3.3984  C75 1.140
86 H 4.2597 0.0145 -3.1084  C75 1.069
87 H 6.0693 -0.5062 -1.4682  C76 1.101
88 H 4.6935 0.1614 -0.5951  C76 1.065
89 H 5.6585 2.2564 -0.6493  N77 1.055
90 H 7.7385 1.9143 0.7146  C78 1.109
91 H 7.6775 0.2143 0.1908  C78 1.141
92 H 5.3406 1.4404 1.7350  C79 1.135
93 H 6.9065 0.8716 2.4738  C79 1.123
94 H 4.9886 -2.2749 2.0918  C81 1.117
95 H 4.0940 -0.6337 2.4202  C81 1.135
96 H 5.4554 -1.3137 3.4688  C81 1.137
97 C 2.5377 2.4016 1.1296  O98 1.400, H106 1.077, H107 1.131, H108 1.098
98 O 1.2920 3.0372 1.1886  C97 1.400, C99 1.345
99 C 0.3162 2.4031 0.5144  O98 1.345, C100 1.530, H109 1.112, H110 1.094
100 C 0.2889 2.9056 -0.9303  C99 1.530, N101 1.457, H111 1.053, H112 1.088
101 N -0.0235 4.3142 -1.1328  C100 1.457, C102 1.509, H113 1.037
102 C 0.1168 4.6610 -2.5949  N101 1.509, C103 1.488, H114 1.104, H115 1.109
103 C -0.0440 6.1259 -2.8034  C102 1.488, O104 1.437, H116 1.102, H117 1.122
104 O 0.9062 6.7222 -1.9060  C103 1.437, C105 1.396
105 C 0.5668 8.0633 -1.7216  O104 1.396, H118 1.094, H119 1.129, H120 1.092
106 H 3.2482 3.0341 1.6351  C97 1.077
107 H 3.0134 2.2521 0.1146  C97 1.131
108 H 2.4958 1.3925 1.5595  C97 1.098
109 H -0.6721 2.6603 0.9545  C99 1.112
110 H 0.5769 1.3454 0.6144  C99 1.094
111 H -0.4253 2.2454 -1.3341  C100 1.053
112 H 1.2488 2.5750 -1.3204  C100 1.088
113 H 0.7289 4.8136 -0.6223  N101 1.037
114 H -0.6003 4.0725 -3.1930  C102 1.104
115 H 1.1118 4.3390 -2.9635  C102 1.109
116 H -1.0617 6.4287 -2.5093  C103 1.102
117 H 0.1282 6.4547 -3.8627  C103 1.122
118 H -0.3477 8.3834 -2.2298  C105 1.094
119 H 1.3511 8.8589 -1.8865  C105 1.129
120 H 0.2639 8.1658 -0.6773  C105 1.092
121 C -2.9978 -1.2831 0.7471  C122 1.532, H127 1.088, H128 1.153, H129 1.139
122 C -3.5986 -0.6275 -0.5000  C121 1.532, C123 1.554, N126 1.476, H130 1.089
123 C -3.8228 -1.7571 -1.5427  C122 1.554, O124 1.432, H131 1.078, H132 1.084
124 O -4.3026 -1.1923 -2.7678  C123 1.432, C125 1.431
125 C -5.5753 -1.6719 -3.2132  O124 1.431, H133 1.094, H134 1.034, H135 1.147
126 N -4.8374 0.1179 -0.2021  C122 1.476, H136 1.014, H137 1.049
127 H -2.2293 -1.9921 0.4469  C121 1.088
128 H -3.7617 -1.8468 1.4008  C121 1.153
129 H -2.4893 -0.4885 1.3850  C121 1.139
130 H -2.7652 -0.0464 -0.8925  C122 1.089
131 H -4.5656 -2.3812 -1.0730  C123 1.078
132 H -2.9433 -2.3538 -1.7584  C123 1.084
133 H -5.5180 -2.7592 -3.3168  C125 1.094
134 H -5.7004 -1.2387 -4.1441  C125 1.034
135 H -6.3855 -1.4148 -2.4435  C125 1.147
136 H -4.9478 0.7505 -0.9874  N126 1.014
137 H -4.5163 0.6904 0.6158  N126 1.049
138 C 2.3976 -0.5850 -5.1589  C139 1.502, H144 1.080, H145 1.115, H146 1.074
139 C 1.1892 -1.3673 -5.5861  C138 1.502, C140 1.543, N143 1.460, H147 1.097
140 C 0.2862 -0.4149 -6.3974  C139 1.543, O141 1.422, H148 1.059, H149 1.071
141 O -0.0687 0.7683 -5.6926  C140 1.422, C142 1.401
142 C -0.8674 0.5724 -4.5589  O141 1.401, H150 1.099, H151 1.075, H152 1.060
143 N 1.5977 -2.4204 -6.5115  C139 1.460, H153 1.020, H154 1.024
144 H 2.0873 0.2862 -4.6015  C138 1.080
145 H 2.9426 -0.2034 -6.0540  C138 1.115
146 H 3.0990 -1.1410 -4.5655  C138 1.074
147 H 0.5760 -1.8545 -4.8179  C139 1.097
148 H -0.5381 -1.0229 -6.6664  C140 1.059
149 H 0.7345 -0.0511 -7.2999  C140 1.071
150 H -1.4531 1.4907 -4.4116  C142 1.099
151 H -0.2243 0.2868 -3.7457  C142 1.075
152 H -1.5132 -0.2310 -4.8083  C142 1.060
153 H 2.1889 -3.1928 -6.2031  N143 1.020
154 H 0.7948 -2.7313 -7.0655  N143 1.024
155 C -0.6107 -5.0470 -0.9859  C156 1.506, H158 1.049, H159 1.139, H160 1.097
156 C 0.8824 -5.1953 -0.8600  C155 1.506, O157 1.425, H161 1.119, H162 1.092
157 O 1.3752 -4.2976 0.1304  C156 1.425, H163 0.971
158 H -0.9322 -5.6535 -1.7785  C155 1.049
159 H -0.7840 -3.9650 -1.2967  C155 1.139
160 H -1.1233 -5.3709 -0.0716  C155 1.097
161 H 1.4134 -5.0069 -1.8265  C156 1.119
162 H 1.1413 -6.2310 -0.6279  C156 1.092
163 H 0.9362 -4.5493 0.9593  O157 0.971
164 C 0.4243 -0.8935 -1.2011  C165 1.468, H167 1.089, H168 1.089, H169 1.100
165 C 1.7993 -0.8793 -0.6881  C164 1.468, O166 1.393, H170 1.090, H171 1.091
166 O 1.9908 -1.4912 0.5491  C165 1.393, H172 0.991
167 H 0.0886 -1.8952 -1.4656  C164 1.089
168 H 0.2285 -0.2602 -2.0645  C164 1.089
169 H -0.2586 -0.5727 -0.4002  C164 1.100
170 H 2.1460 0.1502 -0.6025  C165 1.090
171 H 2.5092 -1.4008 -1.3317  C165 1.091
172 H 1.6734 -2.4211 0.4220  O166 0.991

## Properties
Calculated total energy ... -84406.6995 eV
HOMO energy ... -8.119 eV
Energy relative to the best compared isomer or geometry (same formula, charge and spin) ... 286.8 kJ/mol
SMILES ... COC[C@H](C)N.COC[C@H](C)N.COCCNCCOC.COCCNCCOC.COCCNCCOC.COCCNCCOC.COCCNCCOC.CCO.CCO